16
Properties=species:S:1:pos:R:3:forces:R:3:lowdin_charge:R:1 method="wB97M-V/def2-TZVPD" homo_energy_ev="-8.79 / -8.63" fmax_ev_per_a=3.6 charge=0 e_above_lowest_kj_mol=467.8 e_lumo_ev="0.00 / -1.14" orbital_gap_ev="8.789 / 7.492" energy_ev=-14729.1069
C 2.0016 -0.0314 -0.9228 1.6 0.0 -0.3 -0.22
C -0.7774 -0.9718 0.0795 -0.8 1.4 2.0 -0.28
C -0.7779 -0.9618 -1.2468 0.9 -1.1 -1.6 0.08
C 0.3430 -0.6367 0.8722 2.9 2.0 -1.0 0.05
C -1.9642 -0.5375 0.9437 0.3 0.9 -3.4 -0.27
C 1.3523 0.4913 0.2786 -2.2 -0.4 -0.7 -0.32
N 2.6189 -0.3865 -1.8306 -0.6 0.1 0.5 0.17
N 0.5654 1.6689 -0.1617 -1.0 0.1 0.0 0.03
F -2.1856 -1.1213 2.0524 -0.2 -0.5 2.0 0.17
F -2.1533 0.8229 0.9973 0.1 -1.2 0.4 0.06
H -1.5944 -0.9985 -1.9277 -1.0 0.2 0.2 0.07
H 0.1605 -1.0916 -1.8019 -0.3 0.1 0.5 0.07
H 0.4554 -0.5892 1.9246 -0.7 -0.7 0.9 0.10
H 2.0940 0.9328 0.9644 -0.2 -0.9 0.0 0.15
H 0.0261 1.9892 0.6539 0.3 0.0 -0.5 0.08
H -0.1644 1.4212 -0.8751 1.1 0.1 0.9 0.09

=====

21
Properties=species:S:1:pos:R:3:forces:R:3:lowdin_charge:R:1 method="wB97M-V/def2-TZVPD" homo_energy_ev=-9.02 fmax_ev_per_a=5.4 charge=0 e_above_lowest_kj_mol=0.0 e_lumo_ev=-0.01 orbital_gap_ev=9.006 smiles="O=c1[nH]cc(F)c(F)c1F.CS(=O)(=O)O" energy_ev=-34985.6467
O 0.9969 -1.2952 -0.5125 1.6 -0.8 0.4 0.07
C 0.2526 -0.7239 -1.2785 -1.9 -0.4 -1.9 -0.34
N -0.6528 0.2042 -0.8192 1.8 0.2 1.0 0.15
C -1.3816 0.9973 -1.5770 -1.2 -1.4 -5.1 0.02
C -1.5987 0.6017 -2.9181 0.1 0.7 2.3 -0.18
F -2.4385 1.2538 -3.7277 0.1 0.1 0.1 0.09
C -0.9226 -0.5280 -3.4120 0.8 -1.8 -0.9 -0.11
F -1.2408 -1.0886 -4.6069 0.2 1.0 0.7 0.11
C 0.0743 -1.1385 -2.6914 -0.3 1.6 1.9 -0.11
F 0.8939 -2.0827 -3.1092 -0.4 -0.1 -0.4 0.15
H -0.5490 0.4749 0.1725 -0.1 -0.2 -0.1 0.10
H -1.7828 1.9029 -1.2640 -0.8 1.2 1.0 0.13
C 0.9180 0.2922 3.9817 -0.2 -2.9 0.8 -0.14
S 0.8736 0.4130 2.2501 0.7 1.5 1.1 0.54
O -0.5340 0.5671 1.9156 0.3 -0.3 -0.2 -0.31
O 1.7234 1.4876 1.8118 0.1 -0.7 -0.5 -0.28
O 1.3588 -1.0122 1.8769 0.3 1.0 1.4 -0.15
H 0.2405 -0.6478 4.0252 0.9 1.8 1.0 0.11
H 1.8491 0.1541 4.5830 -0.2 -0.4 -1.4 0.10
H 0.5716 1.1899 4.4104 -1.4 0.9 0.2 0.05
H 1.3483 -1.0219 0.8895 -0.1 -0.8 -1.4 0.00

=====

15
Properties=species:S:1:pos:R:3:forces:R:3:lowdin_charge:R:1 method="wB97M-V/def2-TZVPD" homo_energy_ev="-8.32 / -8.19" fmax_ev_per_a=5.2 charge=0 e_above_lowest_kj_mol=369.4 e_lumo_ev="0.70 / 0.10" orbital_gap_ev="9.026 / 8.287" energy_ev=-12569.3629
C -0.0305 2.4466 0.7727 -0.2 -2.0 0.7 -0.07
C -1.0171 1.7241 0.0240 -1.7 4.9 -0.8 -0.10
C 0.9904 1.5859 0.9871 0.4 0.1 -0.3 -0.03
C -0.5315 0.6020 -0.4113 -0.2 -2.0 0.4 -0.11
C 1.4622 -0.6776 0.3388 0.3 -1.9 -1.1 -0.19
C 0.1382 -3.0709 -0.6062 0.5 0.4 1.6 -0.07
N 0.6736 0.4254 0.2118 2.6 0.4 1.5 -0.06
O 2.5951 -0.8390 0.6729 -1.0 0.7 0.2 0.09
F -0.3017 -2.7426 -1.7967 -1.2 0.6 -1.2 -0.06
H -0.2716 3.2709 1.3515 0.0 1.8 0.7 0.08
H -1.9093 2.2503 -0.3588 0.3 -0.8 0.4 0.12
H 1.8991 1.6560 1.6369 -1.1 -0.3 -1.0 0.14
H -1.1419 -0.0945 -0.9095 0.3 -1.2 -0.8 0.11
H -0.5744 -2.9008 0.2684 1.3 -0.6 -1.4 0.08
H 1.0985 -3.5810 -0.7581 -0.5 0.1 1.2 0.07

=====

16
Properties=species:S:1:pos:R:3:forces:R:3:lowdin_charge:R:1 method="wB97M-V/def2-TZVPD" homo_energy_ev=-9.19 fmax_ev_per_a=3.3 charge=0 e_above_lowest_kj_mol=332.8 e_lumo_ev=-0.44 orbital_gap_ev=8.748 smiles="O=[N+]([O-])[C@]1(I)C=CC=CC1" energy_ev=-20000.3032
O -0.2191 2.2980 -0.4920 -0.1 0.4 0.3 0.09
N -0.2013 1.7007 0.5458 0.6 -1.4 0.1 -0.39
O -0.8347 1.9035 1.5480 -0.2 0.8 0.0 0.03
C 0.7755 0.3041 0.6393 1.0 1.4 -0.3 -0.67
I 2.3242 0.9386 2.1317 -0.9 -0.6 -1.0 0.82
C 1.2393 0.0916 -0.7269 2.6 1.1 -1.6 -0.14
C 0.3597 -0.3471 -1.6563 1.5 -0.1 -0.1 -0.10
C -0.9097 -0.8573 -1.2665 -2.2 -0.5 0.9 -0.07
C -1.2049 -0.9366 0.0642 1.4 -0.4 -1.9 -0.06
C -0.2092 -0.6808 1.1295 -0.1 0.8 0.7 -0.22
H 2.3015 0.4957 -1.0604 -2.5 -1.0 0.8 0.14
H 0.6741 -0.4090 -2.6994 -0.1 0.1 0.3 0.11
H -1.6612 -1.2654 -2.0166 1.2 0.7 1.0 0.13
H -1.9946 -1.5356 0.3577 -1.9 -0.8 0.5 0.09
H -0.5816 -0.0766 1.9525 -0.9 -0.6 0.5 0.10
H 0.1418 -1.6236 1.5492 0.4 0.1 -0.1 0.14

=====

24
Properties=species:S:1:pos:R:3:forces:R:3:lowdin_charge:R:1 method="wB97M-V/def2-TZVPD" homo_energy_ev=-0.74 fmax_ev_per_a=6.5 charge=-2 e_lumo_ev=1.98 orbital_gap_ev=2.723 energy_ev=-41254.2795
In 25.5017 -17.9236 9.6672 -1.2 1.3 -0.5 1.00
C 22.9865 -13.3511 10.9649 1.2 -2.2 -0.1 0.00
C 23.4450 -14.6731 10.7017 -0.1 -0.2 -1.0 -0.34
C 22.5705 -15.9038 11.2092 -0.1 3.1 1.1 -0.39
O 23.0314 -17.0172 11.0594 1.2 -2.6 -0.6 -0.09
C 21.4000 -15.5962 11.9607 2.6 -0.8 -0.8 -0.03
C 21.0337 -14.2863 12.2322 -6.3 -1.2 0.9 -0.33
C 21.8418 -13.1331 11.7234 -0.7 4.3 0.5 -0.39
O 21.4826 -11.9140 11.9482 0.2 -2.5 0.1 -0.08
O 19.7840 -14.1767 12.7205 4.3 1.0 -0.9 -0.14
O 24.4874 -14.9177 10.0447 -0.3 -0.4 0.9 -0.08
H 23.6856 -12.5809 10.6745 -0.4 0.4 -0.1 0.10
H 20.9711 -16.4814 12.4066 -0.7 0.3 0.1 0.09
P 24.2217 -16.3649 6.7474 0.8 -1.3 -0.2 -0.14
O 23.6885 -17.5732 7.5023 -0.6 0.1 0.3 -0.41
O 25.6117 -16.0849 7.3711 0.8 0.6 0.1 -0.22
O 23.5713 -15.0083 6.9149 -0.4 -0.2 -0.1 -0.18
O 24.5753 -16.7637 5.3047 -0.2 0.4 0.3 -0.26
O 26.4618 -16.4669 12.0678 0.3 -0.1 0.0 -0.12
H 25.8968 -15.8996 12.5925 -0.5 0.3 -0.1 0.05
H 27.3458 -16.2877 12.3881 0.2 0.0 0.0 0.03
O 25.6243 -19.2102 12.3596 0.2 -0.3 0.0 -0.15
H 24.6931 -19.1651 12.5766 -0.5 0.3 0.0 0.03
H 25.9894 -19.8250 12.9959 0.1 -0.2 0.1 0.03

=====

15
Properties=species:S:1:pos:R:3:forces:R:3:lowdin_charge:R:1 method="wB97M-V/def2-TZVPD" homo_energy_ev="-17.42 / -17.42" fmax_ev_per_a=4.1 charge=+2 spin_multiplicity=6 e_lumo_ev="-10.37 / -10.66" orbital_gap_ev="7.057 / 6.761" energy_ev=-41710.6556
O -2.1217 -0.3724 0.6895 -0.7 0.9 1.2 -0.11
C -1.5704 -0.0719 -0.3757 1.6 -2.4 -2.1 -0.12
C -0.1230 -0.1512 -0.6307 1.7 3.3 1.6 -0.22
C 0.2343 -0.1364 -1.9376 -0.2 1.0 0.1 0.21
Mn -2.1331 -1.8697 1.8079 -0.7 -0.4 0.9 1.44
H -2.2215 -0.2090 -1.2575 0.2 1.0 -0.1 0.17
H 1.2781 -0.0487 -2.2400 -0.2 -0.4 0.0 0.12
H -0.5059 0.0155 -2.7246 0.1 -0.5 0.0 0.11
C 0.7037 -1.7604 0.9507 -0.8 -2.0 1.6 0.18
O -0.1480 -2.0999 1.6963 1.8 0.6 -1.2 -0.04
C 1.0543 1.6492 1.0441 -0.1 0.2 -1.2 0.08
C 1.1526 0.4372 0.4831 -1.6 0.5 -2.2 -0.15
H 1.9105 2.0802 1.5636 -0.1 -0.3 0.0 0.10
H 0.3134 2.3824 0.7197 -0.5 -0.4 0.9 0.10
H 2.1769 0.1550 0.2111 -0.6 -1.1 0.5 0.12

=====

13
Properties=species:S:1:pos:R:3:forces:R:3:lowdin_charge:R:1 method="wB97M-V/def2-TZVPD" homo_energy_ev=-14.87 fmax_ev_per_a=3.2 charge=+1 e_above_lowest_kj_mol=413.0 e_lumo_ev=-6.07 orbital_gap_ev=8.801 energy_ev=-7795.4623
C -0.8192 0.3300 0.6127 0.7 -1.2 -1.4 0.08
C 0.4517 0.9868 0.6271 2.9 0.3 1.1 -0.28
C -1.9406 0.0614 -0.2508 2.4 0.0 -1.2 0.12
C 0.7228 -1.4716 -0.1638 0.6 -0.2 -1.3 0.03
C 0.7934 -0.0307 -0.4379 -0.5 0.9 0.6 0.01
C -0.6542 -0.8306 -0.1766 -0.1 0.4 2.1 0.00
N 1.0058 1.8767 1.2675 -1.5 0.7 0.8 0.26
H -2.7159 -0.3499 0.2492 -2.7 -1.3 1.1 0.10
H -2.0550 0.6938 -1.0817 -0.7 0.5 -1.1 0.12
H 0.9745 -2.0542 -1.0493 -0.3 0.0 0.1 0.14
H 1.2891 -1.8387 0.6844 -0.9 -0.1 0.7 0.15
H 1.0351 0.3555 -1.3969 -0.4 0.2 -1.0 0.16
H 1.9123 2.2714 1.1161 0.7 -0.3 -0.5 0.10

=====

13
Properties=species:S:1:pos:R:3:forces:R:3:lowdin_charge:R:1 method="wB97M-V/def2-TZVPD" homo_energy_ev=-14.58 fmax_ev_per_a=4.9 charge=+1 e_above_lowest_kj_mol=308.7 e_lumo_ev=-3.87 orbital_gap_ev=10.708 smiles=C#C[C@@H]1[NH2+][C@H]1C#C energy_ev=-7796.5435
C 2.8675 0.7824 -0.1602 -1.5 -0.3 1.5 0.19
C 1.8819 0.3140 0.3604 0.0 -0.7 -1.1 -0.03
C 0.5747 -0.2956 0.6472 1.5 3.4 1.2 -0.23
N 0.0711 -1.2815 -0.2129 0.5 -3.9 -2.9 0.14
C -0.5553 0.1190 -0.2526 -0.5 -0.7 -1.1 -0.14
C -1.9228 0.4146 0.0106 -1.6 0.2 1.3 -0.06
C -3.0369 0.8542 0.2016 1.8 -0.5 -0.6 0.20
H 3.7212 1.3717 -0.2976 0.9 0.2 -0.6 0.05
H 0.4139 -0.4214 1.7040 -0.6 -0.1 0.2 0.17
H 0.7771 -1.4138 -1.0532 -2.1 -0.2 2.0 0.24
H -0.4177 -2.1812 0.1255 1.0 1.9 -0.5 0.24
H -0.3949 0.3954 -1.2922 1.0 0.8 0.4 0.17
H -3.9796 1.3422 0.2194 -0.3 -0.1 0.2 0.06

=====

13
Properties=species:S:1:pos:R:3:forces:R:3:lowdin_charge:R:1 method="wB97M-V/def2-TZVPD" homo_energy_ev=-13.57 fmax_ev_per_a=6.8 charge=+1 e_above_lowest_kj_mol=314.2 e_lumo_ev=-5.23 orbital_gap_ev=8.337 smiles="C=C=C=CC=[N+]=C" energy_ev=-7796.4858
C -0.3533 3.7143 -0.3794 1.0 -0.3 -0.8 0.12
C -0.4901 2.5087 -0.0077 -0.4 -4.4 1.4 -0.05
C -0.5832 1.2967 0.4140 -0.7 -0.1 -0.2 -0.03
C -0.7994 0.0433 0.8249 2.0 -1.9 -2.2 0.02
C 0.0851 -1.0368 -0.1187 -0.2 -1.8 0.6 0.11
N 0.4032 -2.3222 -0.2497 -3.2 5.4 2.6 0.06
C 0.7595 -3.4703 -0.0430 1.9 -2.5 -1.4 0.11
H -0.5001 4.3802 0.3913 -0.7 2.3 0.9 0.08
H 0.1772 3.8142 -1.2868 0.4 1.0 -0.9 0.09
H -1.4579 -0.3193 1.6324 0.8 0.2 -0.5 0.11
H 0.6718 -0.6719 -0.9233 0.1 1.9 -0.7 0.12
H 1.7197 -3.6852 0.4493 -0.6 0.1 0.5 0.13
H 0.3675 -4.2519 -0.7034 -0.3 0.0 0.5 0.13

=====

13
Properties=species:S:1:pos:R:3:forces:R:3:lowdin_charge:R:1 method="wB97M-V/def2-TZVPD" homo_energy_ev=-14.02 fmax_ev_per_a=4.1 charge=+1 e_above_lowest_kj_mol=259.1 e_lumo_ev=-6.24 orbital_gap_ev=7.777 smiles="C1=C=[NH+]CC=CC=1" energy_ev=-7797.0576
C 1.7089 0.5076 0.1946 1.0 0.6 1.0 0.08
C 0.8973 1.4379 0.1913 1.3 0.9 -0.9 0.05
N -0.2838 1.7067 -0.1029 -0.9 -2.2 0.8 0.14
C -1.2436 0.6234 -0.0133 1.3 -2.2 2.0 -0.08
C -0.6882 -0.7976 0.0890 0.6 1.0 -0.6 0.01
C 0.5365 -1.3673 0.0444 -1.8 -3.3 -0.7 -0.06
C 1.8362 -0.7644 -0.0875 0.8 -0.3 -0.4 0.04
H -0.7295 2.4753 -0.4226 -0.6 3.9 -1.0 0.13
H -1.9841 0.7058 -0.7531 -0.9 0.1 -1.1 0.13
H -1.6898 0.5837 0.9589 -1.0 1.2 0.7 0.13
H -1.5729 -1.3588 0.3437 0.2 -1.0 -0.4 0.13
H 0.4454 -2.4966 -0.0480 0.6 1.4 0.6 0.15
H 2.7677 -1.2558 -0.3945 -0.6 0.0 0.2 0.15

=====

13
Properties=species:S:1:pos:R:3:forces:R:3:lowdin_charge:R:1 method="wB97M-V/def2-TZVPD" homo_energy_ev="-15.28 / -15.12" fmax_ev_per_a=1.7 charge=+1 e_above_lowest_kj_mol=516.5 e_lumo_ev="-5.85 / -6.16" orbital_gap_ev="9.436 / 8.961" smiles=C1#C[N@@H+]2[C@H]3C[C@@]32C1 energy_ev=-7794.3896
C -2.3843 -0.2979 -0.1671 -0.7 1.3 -0.1 0.11
C -2.1813 0.9205 0.0470 -1.3 -1.0 -0.3 0.08
N -0.8429 1.2380 0.3408 0.3 0.1 0.4 0.07
C 0.1279 0.9542 -0.7039 0.6 -0.6 0.3 -0.05
C 1.2011 0.3055 0.1490 -0.1 0.2 0.2 0.06
C -0.2021 -0.1772 0.1595 0.6 0.0 -0.4 -0.17
C -1.2884 -1.2611 0.0010 0.5 0.0 0.3 -0.03
H -0.6324 1.8807 1.1084 0.1 -0.2 0.0 0.21
H 0.0525 1.2414 -1.7322 -0.2 0.0 -0.2 0.17
H 1.9377 -0.2760 -0.3903 -0.1 -0.1 -0.1 0.14
H 1.5954 0.8076 1.0249 0.0 0.1 0.0 0.12
H -1.4022 -1.8968 0.8812 0.1 0.1 -0.1 0.14
H -1.0936 -1.8831 -0.8734 0.1 0.1 0.0 0.14

=====

14
Properties=species:S:1:pos:R:3:forces:R:3:lowdin_charge:R:1 method="wB97M-V/def2-TZVPD" homo_energy_ev=-8.34 fmax_ev_per_a=5.7 charge=0 e_above_lowest_kj_mol=481.8 e_lumo_ev=-0.39 orbital_gap_ev=7.957 smiles="C=C1N[C@H]1C=C=C=N" energy_ev=-9293.7506
C 1.5029 -1.5301 0.7403 -0.6 2.7 -2.4 0.06
C 1.3445 -0.3312 0.1428 1.2 -0.5 0.9 -0.36
N 1.4716 0.3498 -1.0000 -0.2 0.5 -2.1 0.07
C 1.1365 1.1635 0.2266 -2.1 -1.4 -1.3 -0.15
C -0.3463 1.4880 0.3877 -0.4 -1.8 -0.8 -0.03
C -1.2868 0.6040 0.0304 -1.0 -0.3 -0.2 -0.03
C -2.3210 -0.1262 -0.2641 -0.9 0.3 0.0 -0.14
N -3.4250 -0.7197 -0.5107 2.2 4.9 1.9 0.13
H 1.4268 -1.5612 1.7699 -0.1 -0.6 1.8 0.03
H 1.5606 -2.3205 0.0370 0.2 -1.1 0.1 0.04
H 1.0979 0.2736 -2.0206 0.3 0.2 3.0 0.18
H 1.8459 1.9152 0.4783 0.6 0.2 0.4 0.11
H -0.7399 2.4039 0.7706 0.4 0.8 0.3 0.09
H -3.2677 -1.6090 -0.7882 0.5 -3.8 -1.4 0.00